[1]
C3H5N3 | ωB97M-V/def2-TZVPD

CARTESIAN COORDINATES (ANGSTROEM)
N  1.351872  0.571301  -1.166045
C  0.345582  0.101253  -0.295580
C  -0.741001  0.687266  0.321777
C  -1.274529  -0.340785  1.128064
N  -0.597582  -1.475042  1.011552
N  0.381403  -1.179547  0.147707
H  1.647170  1.500910  -0.899050
H  1.047577  0.608841  -2.132335
H  -1.094330  1.705266  0.205135
H  -2.129785  -0.304136  1.787916
H  1.063624  -1.875328  -0.109142

Forces on atoms 1 to 3 (eV/Å):
-0.033 0.062 -0.086
-0.166 -0.089 0.145
0.085 -0.014 0.021

The calculation puts the HOMO energy at -0.33299 Ha. The value obtained for the relative energy (zero: lowest compared OMol25 entry of this formula, charge and spin) is 12.8 kcal per mole. The largest force on an atom is 0.0058 Eh/bohr. As for the structure (SMILES): Nc1ccn[nH]1. The value obtained for the calculated total energy is -281.5696 Eh. As for the charge: 0.

[2]
C4H15NSi2 | ωB97M-V/def2-TZVPD

CARTESIAN COORDINATES (ANGSTROEM)
C  -0.923045  -2.403261  -0.508758
C  -0.371080  -1.161768  0.202167
C  0.966281  -1.478287  1.023046
C  -1.340296  -0.391725  1.023558
Si  0.346715  0.200864  -1.080261
N  0.692902  1.664668  -0.210487
Si  0.714930  3.454538  -0.590670
H  -1.243584  -3.178258  0.278532
H  -1.769423  -2.168988  -1.054856
H  -0.183614  -3.001244  -0.994050
H  1.177550  -0.507099  1.413260
H  1.568834  -1.826670  0.228975
H  0.868262  -2.204665  1.964977
H  -0.952798  0.691621  1.246626
H  -2.153711  -0.133931  0.314572
H  -1.773480  -0.837843  1.871924
H  -0.633027  0.212164  -2.251286
H  1.850810  -0.197017  -1.796281
H  0.806610  1.483585  0.791934
H  1.250480  3.688330  -1.934677
H  -0.483470  4.164886  -0.369765
H  1.584154  3.930100  0.431521

Forces on atoms 1 to 3 (eV/Å):
0.700 -1.058 3.657
2.795 -0.067 -0.198
-3.120 -1.036 1.226

The calculation puts the HOMO energy at -0.34208 Ha. The value obtained for the relative energy (zero: lowest compared OMol25 entry of this formula, charge and spin) is 54.2 kcal per mole. The largest force on an atom is 0.0753 Eh/bohr. As for the structure (SMILES): CC(C)(C)[SiH2]N[SiH3]. The value obtained for the calculated total energy is -795.0954 Eh. As for the charge: 0.

[3]
C26H76O22 | ωB97M-V/def2-TZVPD

CARTESIAN COORDINATES (ANGSTROEM)
C  -17.665315  8.225007  10.067935
C  -18.802481  8.288402  9.081455
C  -19.798966  9.499814  9.337420
O  -18.167468  8.614372  7.849665
H  -18.099826  8.130361  11.063095
H  -17.001895  9.089072  10.030862
H  -17.036950  7.384261  9.774000
H  -19.337006  7.340254  9.023229
H  -20.456046  9.634535  8.478240
H  -19.357458  10.495884  9.369386
H  -20.353179  9.388911  10.269432
H  -18.294053  9.500645  7.503135
C  -20.738897  7.248574  14.190214
C  -21.041884  7.251622  12.746024
C  -20.463668  6.165801  11.912680
O  -22.435744  7.119716  12.575451
H  -21.226744  6.424238  14.710399
H  -21.199069  8.177474  14.527084
H  -19.695885  7.166918  14.496073
H  -20.763275  8.214227  12.317224
H  -20.803714  5.159439  12.157002
H  -19.384143  6.314458  11.937822
H  -20.784353  6.349215  10.887200
H  -22.835673  7.708363  13.219784
O  -23.183748  6.728733  3.011423
C  -21.984747  6.058552  3.289433
C  -22.120929  5.226215  4.625766
O  -20.920377  5.297340  5.347757
H  -22.893491  7.432140  2.426130
H  -21.620506  5.480472  2.440166
H  -21.183358  6.797346  3.296421
H  -22.378560  4.178770  4.468926
H  -22.889924  5.608930  5.296795
H  -20.293933  5.714140  4.751564
O  -24.736259  2.827912  9.765603
C  -24.708715  4.178955  9.222355
C  -23.963488  5.190895  10.049969
O  -24.399833  5.355034  11.417717
H  -23.834483  2.501334  9.723669
H  -24.346896  4.033481  8.204510
H  -25.717159  4.556359  9.052878
H  -24.067516  6.216488  9.695782
H  -22.883869  5.051414  9.994541
H  -23.783385  5.806211  11.999120
O  -17.744332  2.763690  10.756585
C  -17.502938  2.324837  12.144692
C  -17.629106  0.778139  12.282246
O  -16.747961  0.109796  11.416034
H  -17.091673  2.380479  10.166014
H  -16.513962  2.612445  12.501493
H  -18.273893  2.756701  12.782828
H  -18.655518  0.548103  11.996474
H  -17.461156  0.489897  13.319939
H  -17.110416  -0.694302  11.037013
O  -15.238861  6.320482  7.831937
C  -15.121691  5.921747  6.473383
C  -15.751967  6.990972  5.528818
O  -17.192640  7.045295  5.576377
H  -16.172330  6.327227  8.055966
H  -14.093924  5.675518  6.206596
H  -15.695375  5.001224  6.365550
H  -15.351258  6.701373  4.557398
H  -15.336244  7.987908  5.675118
H  -17.597976  7.502459  6.316854
O  -14.510115  4.411209  11.944726
C  -15.102666  5.455017  11.232449
C  -14.032341  6.466808  10.792766
O  -13.208096  5.968010  9.717637
H  -13.658171  4.278085  11.522735
H  -15.676041  5.041911  10.402576
H  -15.756981  5.819220  12.024492
H  -13.385032  6.736053  11.627389
H  -14.524804  7.353999  10.394691
H  -13.765108  5.928832  8.936732
O  -16.227919  2.328118  5.655372
C  -16.347391  2.644553  4.267521
C  -17.765673  2.482559  3.785724
O  -18.095050  1.121917  3.760700
H  -16.432926  1.390569  5.631483
H  -16.000395  3.664877  4.104313
H  -15.717702  1.945752  3.716822
H  -17.794713  2.766701  2.733819
H  -18.509526  3.112439  4.273616
H  -18.783524  1.043553  3.096280
O  -22.336706  -0.799806  10.377909
C  -22.735957  0.231440  11.277916
C  -21.960564  1.535383  11.010012
O  -22.281382  1.943937  9.694645
H  -22.252441  -0.318228  9.551717
H  -23.782185  0.403679  11.025248
H  -22.594420  -0.072606  12.315035
H  -20.900866  1.403847  11.228721
H  -22.266211  2.300184  11.723999
H  -21.465450  2.305852  9.341282
O  -19.210563  0.256695  6.216236
C  -18.453960  0.593346  7.380603
C  -17.164154  -0.306628  7.567905
O  -16.267217  -0.305575  6.369247
H  -18.763112  0.501286  5.402872
H  -18.174115  1.646809  7.383066
H  -18.922830  0.344560  8.332632
H  -17.499660  -1.316619  7.803378
H  -16.626488  0.122672  8.413314
H  -15.624314  -1.014869  6.441195
O  -16.298290  2.666858  8.653138
C  -14.927192  2.859937  9.012438
C  -13.942371  1.905821  8.323852
O  -12.651711  2.110158  8.880999
H  -16.269850  2.785502  7.700926
H  -14.734073  3.918610  8.839170
H  -14.885798  2.588185  10.067208
H  -14.073652  2.023609  7.248217
H  -14.167570  0.862745  8.546056
H  -12.010601  2.246226  8.179512
O  -20.007340  3.206914  8.871253
C  -20.171554  4.573094  8.414406
C  -18.929824  4.977804  7.686062
O  -17.856548  5.205637  8.626272
H  -19.336551  3.145154  9.555234
H  -21.037237  4.707371  7.765825
H  -20.294688  5.289576  9.226564
H  -19.195655  5.899122  7.167787
H  -18.639595  4.258292  6.920427
H  -17.591550  4.307183  8.836419

Forces on atoms 1 to 3 (eV/Å):
-0.221 -0.381 0.318
-0.246 3.615 0.107
0.247 -0.865 -0.011

The calculation puts the HOMO energy at -0.33955 Ha. The value obtained for the relative energy (zero: lowest compared OMol25 entry of this formula, charge and spin) is 48.2 kcal per mole. The largest force on an atom is 0.0705 Eh/bohr. As for the structure (SMILES): CC(C)O.CC(C)O.OCCO.OCCO.OCCO.OCCO.OCCO.OCCO.OCCO.OCCO.OCCO.OCCO. The value obtained for the calculated total energy is -2691.2813 Eh. As for the charge: 0.

[4]
C11H37BMnO14P3 | ωB97M-V/def2-TZVPD

CARTESIAN COORDINATES (ANGSTROEM)
Mn  -9.018700  -11.736780  31.127360
B  -11.349490  -10.544920  32.889910
H  -11.791750  -11.193040  32.149250
H  -10.794190  -9.780080  32.369430
H  -12.146180  -10.052480  33.425670
H  -10.713650  -11.160350  33.507320
C  -10.433300  -12.499830  23.998220
O  -10.298330  -11.168340  24.439670
P  -11.106960  -10.733300  25.822170
O  -10.433280  -11.195690  27.085100
O  -11.250530  -9.139080  25.555060
C  -11.460170  -8.568540  24.255680
O  -12.634060  -11.215680  25.539530
C  -13.088050  -12.402030  26.266020
H  -10.381720  -12.460200  22.910160
H  -11.286240  -13.093400  24.327260
H  -9.633810  -13.201750  24.235310
H  -12.491230  -8.290520  24.037240
H  -11.183560  -9.194070  23.406980
H  -10.829630  -7.684290  24.162860
H  -13.427250  -12.970260  25.399900
H  -13.796190  -12.144750  27.053700
H  -12.268830  -12.957750  26.722250
C  -5.635160  -16.122620  35.710190
O  -5.056750  -14.892340  35.545620
P  -5.835990  -13.483260  35.640590
O  -6.597850  -13.142720  34.418350
O  -6.713630  -13.457110  37.047430
C  -7.349930  -12.228720  37.511180
O  -4.595560  -12.501050  35.907970
C  -3.679190  -12.530910  36.971230
H  -6.645370  -15.959980  36.085840
H  -5.077230  -16.671380  36.468930
H  -5.652740  -16.786420  34.845800
H  -8.352680  -12.458810  37.871260
H  -7.363800  -11.473310  36.725520
H  -6.776430  -11.961850  38.398860
H  -3.808310  -13.496420  37.460330
H  -3.913770  -11.730400  37.672830
H  -2.677490  -12.449670  36.549210
C  -4.416970  -6.975710  28.607430
O  -4.096140  -7.743110  29.628920
P  -4.981430  -7.970430  30.957340
O  -6.241240  -8.711280  30.787200
O  -3.902080  -8.596340  31.994560
C  -2.924790  -7.780630  32.578490
O  -5.268570  -6.552380  31.579770
C  -5.872480  -6.294100  32.782870
H  -4.705130  -7.511440  27.702960
H  -3.562850  -6.358070  28.329770
H  -5.180590  -6.231930  28.834980
H  -2.143870  -8.458340  32.923400
H  -3.275970  -7.349030  33.515770
H  -2.406910  -7.255160  31.776140
H  -6.683710  -5.590880  32.594470
H  -5.253370  -5.865670  33.571070
H  -6.549110  -7.086510  33.102830
C  -8.089940  -15.303120  28.957320
C  -9.163030  -15.831820  29.928780
O  -9.791740  -14.882180  30.699950
O  -7.433130  -14.152920  29.395410
H  -8.425390  -15.066910  27.947480
H  -7.384030  -16.125110  28.838440
H  -8.731160  -16.450750  30.715240
H  -9.976810  -16.267040  29.348740
H  -10.316840  -15.445100  31.273530
H  -6.627300  -14.079760  28.878800

Forces on atoms 1 to 3 (eV/Å):
-1.744 0.318 1.184
1.876 -1.561 -1.194
-2.193 -2.856 -3.208

Its spin multiplicity is 6. The calculation puts the HOMO energy (alpha / beta) at -0.46374 / -0.46374 Ha. The value obtained for the relative energy (zero: lowest compared OMol25 entry of this formula, charge and spin) is 225.9 kcal per mole. The largest force on an atom is 0.1113 Eh/bohr. The value obtained for the calculated total energy is -3694.2705 Eh. As for the charge: +1.

[5]
C4H8O2 | ωB97M-V/def2-TZVPD

CARTESIAN COORDINATES (ANGSTROEM)
O  -1.934422  -0.433456  1.417727
C  -1.486869  -0.407612  -0.398237
C  -0.148543  -0.066011  -0.134778
C  1.224469  -0.542329  -0.573551
C  1.624067  0.862175  -0.093098
O  0.259919  1.309821  -0.136837
H  -2.130693  0.500289  1.615933
H  -1.724415  -1.442612  -0.626549
H  -2.228380  0.324744  -0.711058
H  -0.729903  -0.381589  1.150224
H  1.670050  -1.402868  -0.069480
H  1.332298  -0.647428  -1.659392
H  2.277815  1.471025  -0.723022
H  1.994604  0.855852  0.942113

Forces on atoms 1 to 3 (eV/Å):
0.017 0.218 0.225
0.306 0.060 -0.191
-0.271 -0.196 -0.343

The calculation puts the HOMO energy at -0.28134 Ha. The value obtained for the relative energy (zero: lowest compared OMol25 entry of this formula, charge and spin) is 124.2 kcal per mole. The largest force on an atom is 0.0094 Eh/bohr. The value obtained for the calculated total energy is -307.5145 Eh. As for the charge: 0.

[6]
C19H36Cl3F3IKMgN2NaO14S | ωB97M-V/def2-TZVPD

CARTESIAN COORDINATES (ANGSTROEM)
C  -0.452699  -3.162238  1.677774
C  0.070781  -4.167006  0.778000
C  -0.999157  -4.741007  -0.307024
C  -1.146905  -3.594752  -1.423285
C  0.090520  -3.794827  -2.457781
C  0.475957  -2.370448  -3.135593
O  0.298439  -2.207242  -4.367595
I  1.277196  -0.810986  -1.819465
O  -2.434868  -3.554710  -2.095910
C  -3.293855  -2.631953  -1.415374
O  -3.161066  -1.386656  -1.457282
H  0.064524  -2.129586  1.613191
H  -1.332471  -3.377556  2.368463
H  1.150761  -4.529972  0.766889
H  -0.622170  -5.728333  -0.771483
H  -1.972651  -4.963041  0.271814
H  -0.981813  -2.556957  -0.943333
H  1.027656  -4.152161  -1.880088
H  -0.147903  -4.586900  -3.263244
H  -4.141778  -3.071321  -0.738582
O  0.512278  2.016529  -3.433299
S  -0.788160  2.388733  -2.835336
O  -0.931222  3.855197  -2.845797
O  -0.843458  1.899296  -1.443023
O  -1.880912  1.783546  -3.615087
C  4.964052  0.865227  -0.250878
O  3.904824  1.366525  0.083200
N  5.600488  -0.069653  0.512476
N  5.599578  1.188179  -1.399883
H  6.470854  -0.497863  0.262484
H  5.153705  -0.336538  1.380062
H  5.159677  1.876125  -1.991116
H  6.472287  0.785307  -1.691006
C  1.088059  2.101571  1.629098
Cl  1.972175  3.491730  2.270349
Cl  0.816525  0.883261  2.881611
H  0.124568  2.439009  1.247660
H  1.668255  1.654876  0.822299
C  -4.885885  0.313285  1.071788
O  -5.418966  -0.444897  2.145419
C  -5.949726  0.347660  3.210880
C  -7.324383  -0.171388  3.662713
O  -8.386160  -0.024578  2.724496
C  -8.286828  -0.759011  1.511561
C  -8.355879  -2.279952  1.651679
O  -7.208406  -2.796585  2.327536
C  -7.523580  -3.717497  3.366012
H  -3.827939  0.530837  1.261185
H  -4.963822  -0.284459  0.161096
H  -5.435943  1.246106  0.911389
H  -6.028657  1.395929  2.929874
H  -5.251884  0.268039  4.049449
H  -7.636825  0.420292  4.548993
H  -7.259150  -1.205192  4.010165
H  -7.405568  -0.448285  0.949371
H  -9.143308  -0.443207  0.908174
H  -8.369985  -2.721144  0.647628
H  -9.284502  -2.561112  2.156148
H  -8.433840  -3.429042  3.901498
H  -6.699350  -3.702792  4.085098
H  -7.622502  -4.721997  2.957915
Mg  -5.636901  -3.433074  0.117008
Cl  -7.487689  2.265852  4.326519
C  9.999974  5.492528  -4.157266
C  9.325800  5.551911  -2.799595
O  7.893997  5.492284  -2.928043
C  7.377218  4.280531  -3.200067
O  8.032864  3.275207  -3.336894
C  5.855521  4.347272  -3.279071
F  5.421297  5.349806  -4.063510
F  5.294494  4.543973  -2.062118
F  5.306621  3.214022  -3.775626
H  9.617201  6.282446  -4.808304
H  11.080520  5.604812  -4.057325
H  9.800135  4.543794  -4.661249
H  9.558625  6.505859  -2.320753
H  9.683590  4.761972  -2.132416
K  7.572057  -1.211360  1.008695
O  7.129070  -1.596256  4.927263
H  7.841072  -1.514306  5.574483
H  6.339243  -1.327274  5.413744
Na  1.866306  2.585589  -1.919451

Forces on atoms 1 to 3 (eV/Å):
1.992 -1.286 -1.785
-2.477 1.047 0.827
0.641 -0.840 1.540

The calculation puts the HOMO energy at -0.30052 Ha. The largest force on an atom is 0.1520 Eh/bohr. The value obtained for the calculated total energy is -5246.0678 Eh. As for the charge: +1.